The following is a DFT calculation (ωB97M-V/def2-TZVPD) of C23H28CsFN2O2 as an isolated structure.

Relative energy (zero: lowest compared OMol25 entry of this formula, charge and spin) (kcal per mole): 13.6
E_HOMO (spin up / spin down) (eV): -1.96 / -3.79
Calculated total energy (Ha): -1273.194078
2S+1: 2
Net charge: -1
Orbital gap (spin up / spin down) (eV): 4.109 / 5.921

```
57
C23H28CsFN2O2 ωB97M-V/def2-TZVPD
Cs -2.06 -0.95 -0.02
C 1.40 1.68 2.86
C 1.16 0.21 2.48
C -0.30 -0.16 2.77
C 1.70 -0.14 1.10
C 2.81 -0.98 1.08
C 3.39 -1.41 -0.10
C 2.83 -1.02 -1.30
C 1.73 -0.17 -1.35
C 1.16 0.11 -2.74
C 0.93 1.58 -3.09
C -0.10 -0.72 -3.05
C 1.18 0.33 -0.14
N 0.03 1.11 -0.16
C 0.04 2.44 -0.12
C 1.13 3.34 -0.15
C 0.93 4.71 -0.11
C -0.33 5.28 -0.05
C -1.44 4.42 -0.03
C -1.24 3.07 -0.06
F -2.31 2.22 -0.03
H 1.18 1.84 3.92
H 0.77 2.34 2.27
H 2.44 1.96 2.68
H 1.76 -0.39 3.17
H -0.96 0.51 2.21
H -0.51 -0.02 3.84
H -0.51 -1.21 2.53
H 3.22 -1.32 2.03
H 4.25 -2.07 -0.08
H 3.25 -1.38 -2.23
H 1.94 -0.25 -3.43
H 0.04 1.97 -2.59
H 0.80 1.69 -4.17
H 1.77 2.20 -2.77
H -0.92 -0.38 -2.43
H 0.06 -1.78 -2.88
H -0.40 -0.56 -4.09
H 2.14 2.94 -0.19
H 1.80 5.36 -0.13
H -0.47 6.35 -0.03
H -2.45 4.81 0.02
O -6.00 0.18 -0.40
H -5.74 0.76 0.32
H -5.51 -0.64 -0.27
O -3.70 -3.10 0.13
N -2.55 -3.79 0.28
C -1.98 -3.89 1.54
C -0.63 -4.08 1.68
C 0.22 -4.22 0.55
C -0.41 -4.22 -0.71
C -1.76 -4.04 -0.84
H -2.67 -3.75 2.35
H -0.23 -4.10 2.69
H 1.28 -4.31 0.66
H 0.16 -4.36 -1.62
H -2.29 -3.98 -1.77
```

The following is a DFT calculation (ωB97M-V/def2-TZVPD) of C23H28F2N3NiSi2 as an isolated structure.

E_HOMO (spin up / spin down) (eV): -3.23 / -3.32
Calculated total energy (Ha): -3344.714893
2S+1: 1
Net charge: -1
Orbital gap (spin up / spin down) (eV): 5.971 / 6.090

```
59
C23H28F2N3NiSi2 ωB97M-V/def2-TZVPD
Ni 0.00 0.28 -0.31
F -1.83 5.02 -2.03
C -0.86 4.31 -1.41
C -1.06 2.97 -1.16
C -0.08 2.21 -0.52
C 1.13 2.86 -0.19
C 1.28 4.22 -0.46
F 2.44 4.86 -0.14
C 0.30 4.98 -1.06
C 2.18 1.99 0.37
C 3.35 2.39 1.02
C 4.21 1.42 1.51
C 3.88 0.08 1.37
C 2.70 -0.25 0.73
N 1.89 0.68 0.24
H -2.00 2.52 -1.47
H 0.44 6.03 -1.27
H 3.57 3.43 1.14
H 5.12 1.71 2.02
H 4.52 -0.71 1.75
H 2.36 -1.26 0.58
C -0.03 -2.53 -3.55
Si 1.13 -1.99 -2.18
C 2.12 -0.50 -2.78
C 2.43 -3.36 -2.01
N 0.28 -1.56 -0.76
C -0.69 -2.38 -0.21
C -0.74 -3.77 -0.35
C -1.79 -4.52 0.18
C -2.81 -3.88 0.86
C -2.77 -2.49 1.01
C -1.72 -1.72 0.52
N -1.58 -0.34 0.65
Si -2.24 0.67 1.87
C -0.85 1.56 2.79
C -3.43 1.98 1.24
C -3.21 -0.17 3.26
H 0.52 -2.80 -4.46
H -0.73 -1.73 -3.80
H -0.62 -3.39 -3.24
H 2.59 -0.74 -3.74
H 2.91 -0.23 -2.08
H 1.49 0.38 -2.92
H 3.05 -3.38 -2.91
H 2.01 -4.36 -1.88
H 3.09 -3.17 -1.16
H 0.05 -4.27 -0.89
H -1.80 -5.60 0.05
H -3.64 -4.44 1.26
H -3.60 -2.01 1.52
H -0.33 2.27 2.16
H -0.12 0.83 3.15
H -1.24 2.10 3.66
H -3.01 2.60 0.45
H -3.72 2.65 2.06
H -4.34 1.52 0.85
H -2.63 -0.96 3.75
H -4.16 -0.60 2.93
H -3.44 0.60 4.00
```

The following is a DFT calculation (ωB97M-V/def2-TZVPD) of C23H28GeN3S5V as an isolated structure in a non-equilibrium geometry.

E_HOMO (spin up / spin down) (eV): -12.79 / -12.80
Calculated total energy (Ha): -6068.672286
2S+1: 1
Net charge: +2
Orbital gap (spin up / spin down) (eV): 4.041 / 4.084

```
61
C23H28GeN3S5V ωB97M-V/def2-TZVPD
V -1.19 0.49 -0.43
S -1.12 1.66 -2.35
C -2.50 0.60 -2.38
N -2.64 -0.27 -1.35
C -3.85 -1.00 -1.42
C -4.29 -1.96 -0.52
C -5.50 -2.58 -0.79
C -6.24 -2.24 -1.92
C -5.80 -1.29 -2.82
C -4.59 -0.67 -2.55
S -3.78 0.57 -3.48
H -3.70 -2.23 0.35
H -5.87 -3.34 -0.11
H -7.19 -2.74 -2.11
H -6.38 -1.04 -3.70
C 5.27 -2.24 -1.47
C 4.03 -1.47 -1.02
C 3.31 -0.83 -2.20
C 2.08 0.01 -1.83
Ge 0.72 -1.06 -0.96
C -0.04 -2.53 -1.97
C 0.92 -3.74 -1.89
C 0.34 -4.98 -2.57
C 0.21 -4.83 -4.09
H 5.80 -2.67 -0.62
H 5.98 -1.58 -1.99
H 5.01 -3.05 -2.15
H 4.31 -0.69 -0.31
H 3.36 -2.15 -0.49
H 3.03 -1.60 -2.92
H 4.00 -0.16 -2.74
H 1.62 0.44 -2.72
H 2.35 0.84 -1.17
H 1.10 -1.55 0.45
H -0.20 -2.21 -3.00
H -1.01 -2.80 -1.55
H 1.14 -3.97 -0.84
H 1.87 -3.49 -2.36
H -0.63 -5.21 -2.13
H 0.99 -5.83 -2.35
H -0.53 -4.08 -4.36
H -0.10 -5.77 -4.55
H 1.16 -4.54 -4.54
S -2.43 3.84 5.90
C -1.50 3.37 4.66
S -1.97 2.06 3.63
C -0.63 2.39 2.62
N 0.15 3.35 3.02
N -0.30 3.90 4.16
C 0.50 4.95 4.73
C 0.45 5.21 6.10
C 1.23 6.23 6.61
C 2.05 6.98 5.78
C 2.10 6.70 4.41
C 1.33 5.69 3.88
S -0.24 1.51 1.19
H -0.15 4.62 6.77
H 1.20 6.43 7.67
H 2.66 7.78 6.19
H 2.73 7.29 3.76
H 1.36 5.49 2.82
```

The following is a DFT calculation (ωB97M-V/def2-TZVPD) of C23H28I2N2O2RuS as an isolated structure in a non-equilibrium geometry.

Relative energy (zero: lowest compared OMol25 entry of this formula, charge and spin) (kcal per mole): 2.8
E_HOMO (spin up / spin down) (eV): -9.22 / -10.33
Calculated total energy (Ha): -2241.200985
2S+1: 6
Net charge: +1
Orbital gap (spin up / spin down) (eV): 6.439 / 6.209

```
59
C23H28I2N2O2RuS ωB97M-V/def2-TZVPD
Ru 0.12 -0.25 0.63
I 4.04 3.90 -4.33
C 3.12 2.48 -2.89
C 2.71 1.29 -3.49
C 2.45 0.20 -2.66
I 1.72 -1.47 -3.65
C 2.20 0.40 -1.27
O 1.70 -0.50 -0.47
C 2.59 1.66 -0.71
C 2.17 1.93 0.72
N 0.67 1.83 0.72
C 0.07 2.47 1.89
C -0.37 1.37 2.86
C -0.32 1.57 4.19
C -0.66 0.58 5.08
C -0.96 -0.71 4.61
C -1.25 -0.78 3.26
N -0.79 0.15 2.40
C 3.14 2.67 -1.50
H 2.72 1.21 -4.57
H 2.49 2.92 1.11
H 2.51 1.20 1.41
H 0.35 2.35 -0.15
H -0.80 3.04 1.59
H 0.79 3.14 2.37
H -0.09 2.59 4.57
H -0.59 0.82 6.14
H -0.95 -1.49 5.30
H -1.76 -1.60 2.75
H 3.66 3.56 -1.04
O 0.59 -2.18 1.40
S -0.08 -3.27 0.50
C 0.17 -4.84 1.45
C 1.62 -5.32 1.15
C 1.74 -5.13 -0.33
C 1.09 -3.83 -0.83
H -0.56 -5.63 1.15
H 0.02 -4.65 2.52
H 1.74 -6.39 1.39
H 2.35 -4.82 1.74
H 1.16 -6.00 -0.79
H 2.76 -5.25 -0.80
H 0.37 -4.01 -1.64
H 1.83 -3.09 -1.10
C -3.15 1.21 -3.30
C -2.92 1.79 -1.91
C -4.23 1.78 -1.04
C -2.29 3.11 -2.19
C -1.95 0.92 -1.16
C -1.32 0.15 -0.41
H -3.84 1.87 -3.93
H -3.62 0.17 -3.30
H -2.17 1.09 -3.85
H -5.00 2.30 -1.62
H -4.10 2.24 -0.06
H -4.61 0.74 -0.92
H -2.75 3.70 -3.02
H -1.23 2.99 -2.59
H -2.29 3.79 -1.37
```

Repeat the first record exactly.
The following is a DFT calculation (ωB97M-V/def2-TZVPD) of C23H28CsFN2O2 as an isolated structure.

Relative energy (zero: lowest compared OMol25 entry of this formula, charge and spin) (kcal per mole): 13.6
E_HOMO (spin up / spin down) (eV): -1.96 / -3.79
Calculated total energy (Ha): -1273.194078
2S+1: 2
Net charge: -1
Orbital gap (spin up / spin down) (eV): 4.109 / 5.921

```
57
C23H28CsFN2O2 ωB97M-V/def2-TZVPD
Cs -2.06 -0.95 -0.02
C 1.40 1.68 2.86
C 1.16 0.21 2.48
C -0.30 -0.16 2.77
C 1.70 -0.14 1.10
C 2.81 -0.98 1.08
C 3.39 -1.41 -0.10
C 2.83 -1.02 -1.30
C 1.73 -0.17 -1.35
C 1.16 0.11 -2.74
C 0.93 1.58 -3.09
C -0.10 -0.72 -3.05
C 1.18 0.33 -0.14
N 0.03 1.11 -0.16
C 0.04 2.44 -0.12
C 1.13 3.34 -0.15
C 0.93 4.71 -0.11
C -0.33 5.28 -0.05
C -1.44 4.42 -0.03
C -1.24 3.07 -0.06
F -2.31 2.22 -0.03
H 1.18 1.84 3.92
H 0.77 2.34 2.27
H 2.44 1.96 2.68
H 1.76 -0.39 3.17
H -0.96 0.51 2.21
H -0.51 -0.02 3.84
H -0.51 -1.21 2.53
H 3.22 -1.32 2.03
H 4.25 -2.07 -0.08
H 3.25 -1.38 -2.23
H 1.94 -0.25 -3.43
H 0.04 1.97 -2.59
H 0.80 1.69 -4.17
H 1.77 2.20 -2.77
H -0.92 -0.38 -2.43
H 0.06 -1.78 -2.88
H -0.40 -0.56 -4.09
H 2.14 2.94 -0.19
H 1.80 5.36 -0.13
H -0.47 6.35 -0.03
H -2.45 4.81 0.02
O -6.00 0.18 -0.40
H -5.74 0.76 0.32
H -5.51 -0.64 -0.27
O -3.70 -3.10 0.13
N -2.55 -3.79 0.28
C -1.98 -3.89 1.54
C -0.63 -4.08 1.68
C 0.22 -4.22 0.55
C -0.41 -4.22 -0.71
C -1.76 -4.04 -0.84
H -2.67 -3.75 2.35
H -0.23 -4.10 2.69
H 1.28 -4.31 0.66
H 0.16 -4.36 -1.62
H -2.29 -3.98 -1.77
```